Formula: C2H6NO2
Source: the OMol25 dataset
Level of theory: the ωB97M-V functional and the def2-TZVPD basis

The geometry in ORCA input format:
```
! wB97M-V def2-TZVPD RIJCOSX def2/J DEFGRID3
* xyz 1 1
C -0.0271 -0.8012 -0.1751
C 1.0352 1.2320 1.4821
N -0.9938 -0.2068 -1.1861
O -0.3168 -2.0432 0.2380
O 0.7684 -1.7698 -0.6569
H 1.8925 0.6238 1.7151
H 0.1939 1.2059 2.1515
H 1.1001 1.9654 0.7034
H -1.7515 0.2889 -0.6963
H -1.4155 -0.9464 -1.7818
H -0.4855 0.4516 -1.7939
*
```

Computed properties:
Kohn-Sham gap (alpha / beta) in Ha: 0.279 / 0.359
Highest occupied orbital energy (alpha / beta) in eV: -13.99 / -14.96
ΔE to the lowest compared entry with this formula, charge and spin in kcal/mol: 192.49